121
Properties=species:S:1:pos:R:3:forces:R:3:lowdin_spin:R:1 method="wB97M-V/def2-TZVPD" homo_energy_ha="-0.149 / -0.149" homo_lumo_gap_ev="5.232 / 3.974" energy_ha=-3754.88081 total_charge=-1 spin_multiplicity=2 s_squared=0.79
Rb -0.562 0.303 0.996 0.44 -0.21 0.56 0.00
C -4.799 -0.681 0.664 -0.10 -0.21 0.14 0.00
C -4.234 0.580 0.438 -0.11 -0.08 0.02 0.00
N -3.555 0.983 1.498 0.39 1.07 -0.20 0.00
N -3.656 0.022 2.411 -0.19 -0.53 0.16 0.00
C -4.396 -0.998 1.940 -0.28 -0.21 -0.32 0.00
B -3.051 0.053 3.825 0.20 0.18 -0.27 0.00
N -2.210 -1.219 3.965 -0.23 -0.25 0.55 0.00
C -2.369 -2.239 4.827 0.09 -0.48 0.15 0.00
C -1.491 -3.238 4.470 -0.07 -0.02 0.10 0.00
C -0.824 -2.721 3.354 -0.01 -0.05 0.14 0.00
N -1.272 -1.514 3.062 0.35 0.15 -0.57 0.00
N -2.225 1.330 4.014 -0.29 0.23 0.37 0.00
C -2.617 2.437 4.671 0.04 0.38 0.14 0.00
C -1.636 3.390 4.526 -0.08 0.10 0.07 0.00
C -0.664 2.757 3.745 -0.08 0.01 0.14 0.00
N -1.036 1.524 3.451 0.65 -0.24 -0.26 0.00
N -4.212 0.093 4.828 -0.39 0.06 -0.20 0.00
C -5.391 0.712 4.611 -0.30 0.04 -0.01 0.00
C -6.100 0.708 5.789 -0.03 0.11 -0.12 0.00
C -5.250 0.058 6.692 0.00 0.07 -0.15 0.00
N -4.124 -0.296 6.103 0.52 -0.22 0.69 0.00
H -5.420 -1.267 0.012 0.00 -0.06 -0.11 0.00
H -4.309 1.198 -0.437 0.11 0.13 -0.12 0.00
H -4.599 -1.872 2.529 0.04 -0.15 0.18 0.00
H -3.076 -2.180 5.628 -0.08 0.03 0.11 0.00
H -1.360 -4.196 4.934 0.02 -0.12 0.13 0.00
H -0.039 -3.169 2.769 0.06 -0.02 -0.13 0.00
H -3.546 2.493 5.201 -0.20 -0.08 0.09 0.00
H -1.628 4.386 4.922 -0.02 0.13 0.08 0.00
H 0.284 3.140 3.404 0.08 -0.02 -0.07 0.00
H -5.638 1.123 3.652 -0.02 0.03 -0.23 0.00
H -7.076 1.113 5.975 -0.13 0.06 -0.04 0.00
H -5.413 -0.159 7.731 0.03 -0.08 0.16 0.00
C -7.063 -4.431 -10.532 -0.01 -0.08 0.03 0.00
O -6.942 -3.041 -10.388 -0.01 0.23 0.01 0.00
C -6.238 -2.523 -9.330 0.08 0.28 0.04 0.00
C -5.634 -3.255 -8.313 -0.25 -0.20 -0.34 0.00
C -4.948 -2.605 -7.303 0.09 0.46 0.09 0.00
C -4.828 -1.208 -7.289 -0.48 -1.33 -0.38 0.00
C -5.435 -0.483 -8.325 0.12 -0.23 0.29 0.00
C -6.137 -1.129 -9.313 -0.10 -0.32 -0.16 0.00
N -4.159 -0.490 -6.337 1.47 2.08 1.75 0.00
N -3.665 -1.082 -5.321 -1.55 -1.92 -2.00 0.00
C -2.979 -0.467 -4.369 0.56 1.51 0.52 0.00
C -2.681 0.924 -4.365 -0.41 -0.77 -0.24 0.00
C -2.004 1.508 -3.347 0.35 0.17 0.45 0.00
C -1.494 0.769 -2.216 -0.62 -0.02 -1.01 0.00
O -0.863 1.313 -1.309 0.45 0.61 -0.04 0.00
C -1.797 -0.677 -2.207 -0.30 0.12 -0.52 0.00
N -1.370 -1.389 -1.162 0.22 -0.29 0.39 0.00
C -1.649 -2.670 -1.098 0.09 -0.06 0.14 0.00
C -2.385 -3.345 -2.076 -0.11 0.18 -0.31 0.00
C -2.837 -2.628 -3.156 0.06 -0.32 0.22 0.00
C -2.540 -1.261 -3.254 -0.03 0.31 -0.24 0.00
H -7.687 -4.575 -11.413 0.04 -0.08 0.06 0.00
H -7.552 -4.892 -9.668 0.02 0.00 0.03 0.00
H -6.094 -4.914 -10.699 0.02 0.03 0.06 0.00
H -5.695 -4.334 -8.295 -0.03 -0.09 -0.04 0.00
H -4.491 -3.165 -6.501 0.04 -0.05 0.01 0.00
H -5.346 0.593 -8.330 0.03 0.10 0.08 0.00
H -6.627 -0.568 -10.094 -0.04 0.04 -0.15 0.00
H -3.038 1.505 -5.208 0.02 -0.01 0.03 0.00
H -1.817 2.574 -3.351 0.09 0.04 0.04 0.00
H -1.275 -3.198 -0.228 -0.01 -0.07 0.10 0.00
H -2.587 -4.403 -1.985 -0.02 -0.04 0.07 0.00
H -3.427 -3.080 -3.940 0.03 -0.05 -0.02 0.00
C 9.294 3.610 3.310 -0.08 0.15 -0.10 0.00
C 8.356 2.818 4.198 -0.76 0.29 -0.01 0.00
S 6.704 3.596 4.166 -0.03 -0.14 0.41 0.00
O 6.723 4.768 4.995 0.13 0.04 0.41 0.00
O 6.319 3.765 2.789 0.01 -0.21 -0.39 0.00
C 5.575 2.363 4.898 0.76 0.37 -0.41 0.00
C 5.451 1.198 3.923 0.53 -0.04 -0.15 0.00
N 4.117 0.666 3.814 -0.21 -0.07 0.19 0.00
C 3.243 0.856 2.794 0.09 -0.33 0.50 0.00
N 2.119 0.185 2.995 -0.29 0.22 -0.61 0.00
C 2.232 -0.442 4.164 0.65 -0.04 0.75 0.00
C 3.474 -0.168 4.721 -1.04 0.12 -1.19 0.00
N 3.993 -0.599 5.934 0.04 -0.40 0.78 0.00
O 3.320 -1.381 6.586 0.16 0.12 -0.09 0.00
O 5.090 -0.170 6.297 0.06 -0.02 0.00 0.00
C 3.450 1.683 1.597 0.11 0.04 -0.35 0.01
H 10.225 3.069 3.148 -0.01 -0.03 0.05 0.00
H 9.519 4.576 3.755 0.04 0.05 0.01 0.00
H 8.812 3.780 2.350 0.11 0.01 -0.11 0.00
H 8.670 2.804 5.236 -0.02 -0.10 0.16 0.00
H 8.209 1.808 3.828 0.02 -0.23 -0.01 0.00
H 4.631 2.888 5.022 -0.02 0.16 -0.01 0.00
H 5.963 2.069 5.870 -0.05 0.05 0.02 0.00
H 6.125 0.393 4.223 -0.09 0.09 -0.12 0.00
H 5.741 1.558 2.934 -0.13 -0.23 0.07 0.00
H 1.438 -1.033 4.575 -0.17 -0.19 0.13 0.00
H 4.405 2.198 1.565 0.04 0.05 0.00 0.00
H 2.653 2.424 1.554 0.01 0.11 0.00 0.00
H 3.325 1.043 0.714 0.10 0.18 0.23 0.00
C 4.895 -1.777 -2.508 -0.56 0.63 0.33 0.00
Si 3.356 -1.387 -1.406 0.53 -2.37 0.01 0.05
C 1.928 -2.428 -2.148 0.50 0.66 0.43 0.03
C 3.796 -2.058 0.332 -0.22 0.34 -0.68 0.01
N 2.806 0.194 -1.145 -0.48 0.88 -0.47 0.41
C 2.850 1.339 -1.815 -0.03 -0.25 0.33 0.04
C 3.693 1.582 -2.930 0.28 0.02 -0.24 0.14
C 3.828 2.842 -3.461 0.23 -0.14 -0.26 -0.01
C 3.095 3.908 -2.952 -0.08 -0.03 0.05 0.17
C 2.190 3.679 -1.920 -0.19 0.18 0.18 -0.01
C 2.066 2.432 -1.360 -0.25 0.22 0.16 0.14
H 5.249 -2.792 -2.343 -0.12 -0.18 0.14 0.00
H 5.727 -1.108 -2.305 0.17 0.14 0.07 0.00
H 4.650 -1.686 -3.563 -0.06 0.02 -0.22 0.00
H 2.281 -3.368 -2.562 0.22 -0.14 -0.02 0.00
H 1.421 -1.883 -2.937 -0.12 0.13 -0.17 0.00
H 1.190 -2.648 -1.384 -0.18 0.00 0.13 0.00
H 3.918 -3.136 0.304 0.04 -0.24 -0.06 0.00
H 3.018 -1.828 1.054 -0.19 0.08 0.10 0.00
H 4.727 -1.633 0.698 0.22 0.13 0.06 0.00
H 4.255 0.752 -3.327 0.15 -0.09 -0.08 0.01
H 4.512 3.010 -4.282 0.00 -0.04 -0.02 0.00
H 3.218 4.900 -3.363 -0.02 0.03 -0.04 0.01
H 1.581 4.493 -1.550 -0.02 0.00 0.01 0.00
H 1.347 2.249 -0.574 0.03 0.00 -0.05 0.00